A 2-piece molecular cluster, C3HCl3O overall. Source: the OMol25 dataset; level of theory: ωB97M-V/def2-TZVPD.

Structure (XYZ):
```
8
Properties=species:S:1:pos:R:3:nbo_charge:R:1
C -0.47 -0.62 -0.56 -0.351
C -0.92 -0.28 -1.74 -0.053
C 0.83 1.75 -2.12 0.435
O 1.28 2.20 -1.12 -0.458
Cl -1.37 -1.66 0.54 -0.044
Cl -2.36 -0.38 -2.68 0.070
Cl 0.94 1.99 -3.70 0.147
H 0.51 -0.66 -0.10 0.255
```

Output
- E_HOMO (spin up / spin down): -8.78 / -9.28 eV
- Lowest unoccupied orbital energy (spin up / spin down): -1.11 / -0.71 eV
- Gap between HOMO and LUMO (spin up / spin down): 7.7 / 8.6 eV

---

C3H14NO2 as an isolated structure. Source: the OMol25 dataset; level of theory: ωB97M-V/def2-TZVPD.

Structure (XYZ):
```
20
Properties=species:S:1:pos:R:3:nbo_charge:R:1
C 2.19 -0.33 0.62 -0.605
C 0.91 0.08 1.51 -0.109
C 0.35 1.32 0.77 -0.530
N -0.06 -0.95 1.45 -0.352
H 2.47 -1.36 0.60 0.254
H 1.72 -0.34 -0.73 0.286
H 3.27 0.29 0.62 0.305
H 1.32 0.08 2.49 0.280
H 0.07 0.93 -0.24 0.277
H 1.10 2.05 0.60 0.257
H -0.48 1.74 1.36 0.244
H -0.81 -1.02 1.99 0.398
H -5.92 -1.49 -0.12 0.022
H -0.31 -1.03 0.47 0.419
H 0.83 1.38 -3.11 0.495
H -5.26 -1.57 -1.21 -0.022
O 0.70 1.28 -2.16 -0.825
H 0.06 0.40 -1.97 0.471
H -1.50 -0.94 -1.67 0.505
O -0.65 -0.54 -1.26 -0.769
```

Output
- E_HOMO: -14.50 eV
- Lowest unoccupied orbital energy: -10.31 eV
- Gap between HOMO and LUMO: 4.2 eV
- Net charge: +1

---

An isolated molecule of C8H7NO3S. Source: the OMol25 dataset; level of theory: ωB97M-V/def2-TZVPD.

Structure (XYZ):
```
20
Properties=species:S:1:pos:R:3:nbo_charge:R:1
C -0.87 0.26 2.21 -0.295
C 0.02 0.90 3.03 0.165
C 0.48 0.80 0.33 -0.147
C -0.72 0.19 0.86 -0.294
C 1.38 1.32 1.19 0.578
C 2.27 1.83 -0.66 0.788
C 1.17 0.90 -1.05 -0.348
C 1.84 -0.46 -1.34 -0.578
N -3.05 -0.76 0.54 -1.050
O 2.45 1.92 0.66 -0.442
O 2.97 2.39 -1.45 -0.522
O 1.19 1.45 2.52 -0.437
S -1.84 -0.33 -0.31 0.837
H -1.74 -0.23 2.71 0.271
H 0.06 0.98 4.07 0.209
H 0.54 1.07 -1.88 0.259
H 1.12 -1.32 -1.73 0.226
H 2.31 -0.77 -0.48 0.206
H 2.51 -0.25 -2.21 0.228
H -3.63 -1.29 0.03 0.346
```

Output
- E_HOMO (spin up / spin down): -7.58 / -6.97 eV
- Lowest unoccupied orbital energy (spin up / spin down): -0.29 / -0.43 eV
- Gap between HOMO and LUMO (spin up / spin down): 7.3 / 6.5 eV

---

C23H17CoF14N3O5SeTe as an isolated structure. Source: the OMol25 dataset; level of theory: ωB97M-V/def2-TZVPD.

Structure (XYZ):
```
65
Properties=species:S:1:pos:R:3:mulliken_spin:R:1
Co 0.01 0.50 0.01 0.234
C -0.08 0.93 4.46 0.003
C 0.39 0.93 3.03 -0.013
N 1.61 1.42 2.78 0.009
O -0.34 0.45 2.16 0.003
H 0.30 1.80 5.01 0.000
H 0.28 0.02 4.95 0.000
H -1.16 0.92 4.47 0.000
H 2.21 1.74 3.53 -0.001
H 1.96 1.34 1.82 -0.008
F 4.63 -1.85 -1.33 0.000
Te 2.98 -0.91 -1.14 -0.007
F 4.20 0.49 -0.63 0.003
F 3.62 -0.40 -2.98 -0.001
F 2.43 -3.00 -1.57 0.002
F 3.35 -1.47 0.70 0.005
O 1.69 0.63 0.22 0.791
O -1.01 3.16 -1.79 -0.001
C -0.76 3.22 -0.61 0.000
O -0.39 2.30 0.23 -0.017
H -0.88 4.19 -0.08 -0.001
C 2.95 2.85 -4.15 -0.001
C 2.91 2.97 -2.74 0.012
C 2.00 2.26 -2.02 0.022
C 1.08 1.38 -2.64 0.001
C 0.14 0.57 -1.92 0.005
C -0.77 -0.17 -2.61 -0.007
C -0.78 -0.20 -4.02 -0.003
C 0.13 0.51 -4.73 0.005
C 1.08 1.32 -4.05 -0.002
C 2.05 2.06 -4.78 0.006
H 3.71 3.39 -4.72 0.000
H 3.62 3.61 -2.23 0.000
H 1.97 2.38 -0.94 -0.019
H -1.52 -0.73 -2.08 -0.001
H -1.53 -0.80 -4.53 0.000
H 0.15 0.48 -5.81 0.000
H 2.05 1.97 -5.86 0.001
Se -0.27 -2.82 -0.91 0.000
N 0.45 -1.77 0.31 -0.014
C 0.52 -2.48 1.44 -0.018
C 1.16 -2.08 2.64 0.017
C 1.19 -2.93 3.69 -0.002
C 0.57 -4.21 3.64 0.001
C -0.03 -4.65 2.50 -0.002
C -0.05 -3.79 1.36 0.002
N -0.56 -4.14 0.17 -0.001
H 1.67 -1.12 2.66 0.000
H 1.72 -2.64 4.59 0.000
H 0.61 -4.86 4.51 0.000
H -0.48 -5.63 2.43 0.000
F -4.16 -1.24 -1.22 0.000
C -4.08 0.05 -0.83 0.000
F -5.35 0.46 -0.61 0.000
F -3.63 0.75 -1.87 0.000
C -3.11 0.18 0.40 0.001
O -1.88 -0.02 -0.03 0.002
C -3.43 1.56 1.08 -0.001
F -4.66 1.53 1.68 0.000
F -2.58 1.92 2.03 0.000
F -3.49 2.54 0.17 0.000
C -3.51 -0.95 1.44 0.000
F -4.84 -1.20 1.47 0.000
F -3.17 -0.62 2.70 0.000
F -2.91 -2.09 1.15 0.000
```

Output
- E_HOMO (spin up / spin down): -2.68 / -2.68 eV
- Multiplicity: 2
- Lowest unoccupied orbital energy (spin up / spin down): 4.17 / 4.17 eV
- <S²>: 0.77
- Gap between HOMO and LUMO (spin up / spin down): 6.9 / 6.9 eV
- Net charge: -2

---

C3H5NO2 as an isolated structure. Source: the OMol25 dataset; level of theory: ωB97M-V/def2-TZVPD.

Structure (XYZ):
```
11
Properties=species:S:1:pos:R:3:nbo_charge:R:1
O -1.60 -2.04 -0.52 -0.588
C -0.79 -1.17 -0.28 0.880
N -0.95 -0.09 0.58 -0.651
C 0.07 0.78 0.38 -0.204
C 1.16 -0.01 -0.20 -0.096
O 0.46 -1.10 -0.81 -0.484
H -1.89 0.13 0.89 0.424
H -0.25 1.79 -0.54 0.060
H 0.21 1.74 0.91 0.262
H 1.83 -0.41 0.57 0.183
H 1.75 0.51 -0.96 0.213
```

Output
- E_HOMO: -9.27 eV
- Lowest unoccupied orbital energy: 0.70 eV
- Gap between HOMO and LUMO: 10.0 eV

---

C3H7Cl2N3 as an isolated structure. Source: the OMol25 dataset; level of theory: ωB97M-V/def2-TZVPD.

Structure (XYZ):
```
15
Properties=species:S:1:pos:R:3:nbo_charge:R:1
C -0.90 -0.18 0.29 -0.223
C -0.28 -1.17 -0.55 -0.296
C 2.63 0.02 0.85 0.203
H -0.30 -0.15 1.25 0.230
H -0.69 -2.20 -0.15 0.207
H -0.89 -1.10 -1.44 0.226
H 1.40 -1.17 -1.76 0.386
H 2.44 -2.00 0.42 0.384
H 2.97 -0.45 2.03 0.188
H 2.33 0.77 -0.92 0.339
N 1.02 -0.75 -0.87 -0.444
N 2.05 -1.04 0.07 -0.568
N 2.86 1.19 0.25 -0.616
Cl -0.67 1.36 -0.39 0.019
Cl -2.71 -0.27 0.44 -0.034
```

Output
- E_HOMO: -9.23 eV
- Lowest unoccupied orbital energy: 0.60 eV
- Gap between HOMO and LUMO: 9.8 eV

---

A 12-piece molecular cluster, C4H34N3O12 overall. Source: the OMol25 dataset; level of theory: ωB97M-V/def2-TZVPD.

Structure (XYZ):
```
53
Properties=species:S:1:pos:R:3:nbo_charge:R:1
N -1.75 -0.88 -0.03 -0.734
C -0.31 -0.79 -0.33 -0.249
C 0.22 0.66 -0.13 -0.269
N 1.70 0.57 -0.31 -0.677
C 2.31 1.78 0.29 -0.330
C 2.14 1.86 1.83 0.678
N 3.30 1.44 2.51 -0.817
O 1.25 2.39 2.46 -0.629
H -2.07 -1.83 0.16 0.466
H -2.06 -0.22 0.71 0.472
H -2.24 -0.51 -0.87 0.467
H 0.25 -1.45 0.33 0.227
H -0.03 -1.03 -1.35 0.228
H -0.20 1.26 -0.94 0.207
H -0.13 1.03 0.84 0.214
H 1.75 0.64 -1.32 0.400
H 3.40 1.69 0.35 0.224
H 2.00 2.68 -0.24 0.209
H 3.09 1.32 3.50 0.396
H 3.68 0.60 2.10 0.400
H 3.43 -0.70 -2.23 0.471
H 2.19 -0.83 -3.24 0.504
O 2.93 -0.29 -2.94 -0.968
H 1.77 -3.60 -2.93 0.519
H 1.97 -2.49 -1.63 0.498
O 1.76 -2.74 -2.52 -1.012
H -1.79 3.59 -0.63 0.477
H -3.08 2.98 -1.31 0.486
O -2.14 2.90 -1.19 -0.959
H 2.87 -1.29 0.55 0.482
H 1.88 -0.81 1.45 0.479
O 2.70 -1.32 1.50 -0.942
H 0.82 -4.05 1.33 0.491
H 1.81 -2.86 1.79 0.519
O 0.88 -3.12 1.58 -1.010
H -2.07 1.85 2.11 0.529
H -3.58 1.12 1.87 0.495
O -2.64 1.14 1.76 -1.025
H -3.98 -1.51 1.64 0.485
H -4.97 -0.60 0.77 0.488
O -4.29 -1.27 0.77 -0.966
H -0.65 2.93 3.31 0.526
H -0.84 3.69 1.80 0.503
O -1.16 3.30 2.60 -0.986
H 0.11 1.39 -4.81 0.486
H 0.80 1.73 -3.52 0.481
O 0.01 1.32 -3.85 -0.963
H -1.84 0.43 -2.99 0.514
H -1.96 -1.10 -3.45 0.500
O -2.10 -0.46 -2.74 -0.992
H -0.94 -3.27 1.98 0.506
H -2.43 -3.79 2.08 0.485
O -1.75 -3.47 1.49 -0.990
```

Output
- E_HOMO: -12.76 eV
- Lowest unoccupied orbital energy: -2.39 eV
- Gap between HOMO and LUMO: 10.4 eV
- Net charge: +1

---

A 2-piece molecular cluster, C8H8FO3P overall. Source: the OMol25 dataset; level of theory: ωB97M-V/def2-TZVPD.

Structure (XYZ):
```
21
Properties=species:S:1:pos:R:3:nbo_charge:R:1
C -1.53 0.61 2.39 -0.279
C -0.09 0.37 2.42 -0.237
C -2.34 0.43 1.17 -0.246
C 0.46 -0.14 1.18 -0.205
C -1.70 -0.16 0.11 -0.233
C -0.31 -0.34 0.06 -0.072
C 0.62 1.55 -1.56 -0.676
C 0.32 -0.67 -1.29 0.139
O 1.94 -2.48 -0.23 -1.243
O 3.00 -0.44 -1.31 -1.255
O 2.00 -2.27 -2.79 -1.231
F -0.70 -1.02 -2.12 -0.397
P 1.98 -1.58 -1.45 2.338
H -1.92 0.97 3.37 0.174
H 0.42 0.36 3.35 0.192
H -3.42 0.71 1.04 0.189
H 1.46 -0.50 1.08 0.278
H -2.30 -0.50 -0.67 0.203
H 1.60 1.75 -2.16 0.215
H 0.71 1.65 -0.49 0.195
H -0.22 1.70 -2.11 0.150
```

Output
- E_HOMO: 0.39 eV
- Lowest unoccupied orbital energy: 5.65 eV
- Gap between HOMO and LUMO: 5.3 eV
- Net charge: -2

---

HNO3S as an isolated structure. Source: the OMol25 dataset; level of theory: ωB97M-V/def2-TZVPD.

Structure (XYZ):
```
6
Properties=species:S:1:pos:R:3:nbo_charge:R:1
N 2.95 -0.01 -0.08 0.719
O 2.97 -1.01 -0.73 -0.407
O 3.87 0.66 0.21 -0.341
O 1.78 0.47 0.31 -0.386
S 0.10 -0.99 0.12 0.245
H 1.06 -1.92 0.69 0.170
```

Output
- E_HOMO (spin up / spin down): -10.96 / -10.96 eV
- Lowest unoccupied orbital energy (spin up / spin down): -3.25 / -3.25 eV
- Gap between HOMO and LUMO (spin up / spin down): 7.7 / 7.7 eV